No. 1
{
  "formula": "C24H35KN9O5S",
  "method": "ωB97M-V/def2-TZVPD",
  "species": ["K", "O", "C", "C", "C", "C", "C", "C", "C", "O", "N", "N", "C", "C", "C", "C", "C", "C", "C", "O", "H", "H", "H", "H", "H", "H", "H", "H", "H", "H", "N", "N", "C", "N", "N", "N", "O", "O", "H", "H", "H", "H", "H", "C", "C", "C", "C", "N", "C", "S", "N", "C", "C", "C", "C", "H", "H", "H", "H", "H", "H", "H", "H", "H", "H", "H", "H", "H", "H", "H", "H", "H", "H", "H", "H"],
  "xyz": [[-0.880, 0.291, 0.615], [2.995, 3.643, 3.622], [2.296, 4.577, 2.957], [2.543, 5.918, 3.264], [1.881, 6.930, 2.596], [0.951, 6.627, 1.607], [0.700, 5.299, 1.310], [1.352, 4.255, 1.965], [1.005, 2.840, 1.565], [0.127, 2.671, 0.671], [1.673, 1.929, 2.252], [1.405, 0.609, 1.876], [1.445, -0.239, 2.837], [1.196, -1.674, 2.751], [1.489, -2.413, 3.907], [1.329, -3.780, 4.007], [0.842, -4.465, 2.889], [0.528, -3.795, 1.733], [0.677, -2.379, 1.596], [0.364, -1.811, 0.499], [2.716, 2.764, 3.214], [3.275, 6.130, 4.034], [2.092, 7.963, 2.848], [0.423, 7.416, 1.087], [-0.036, 5.008, 0.569], [1.690, 0.133, 3.838], [1.873, -1.866, 4.765], [1.578, -4.298, 4.923], [0.704, -5.541, 2.931], [0.140, -4.314, 0.865], [1.837, 0.035, -1.291], [1.613, 1.332, -1.800], [0.410, 1.885, -1.992], [0.359, 3.194, -2.338], [-0.605, 1.025, -1.901], [-1.880, 1.535, -1.862], [-2.208, 2.556, -2.460], [-2.672, 0.852, -1.230], [1.745, 0.037, -0.268], [1.089, -0.568, -1.619], [2.425, 1.926, -1.798], [1.044, 3.770, -1.869], [-0.575, 3.582, -2.344], [-3.467, 0.572, -6.969], [-3.555, -0.909, -6.625], [-4.181, -1.195, -5.265], [-3.456, -0.541, -4.094], [-2.029, -0.833, -4.075], [-1.507, -1.948, -3.525], [-2.422, -3.231, -2.955], [-0.154, -2.004, -3.459], [0.770, -1.187, -4.227], [0.747, -1.473, -5.726], [1.049, -2.926, -6.067], [1.041, -3.180, -7.566], [-3.089, 0.727, -7.981], [-2.800, 1.111, -6.292], [-4.446, 1.053, -6.902], [-2.556, -1.354, -6.655], [-4.132, -1.428, -7.396], [-4.213, -2.272, -5.090], [-5.218, -0.841, -5.251], [-3.892, -0.865, -3.148], [-3.549, 0.546, -4.138], [-1.405, -0.049, -4.173], [0.184, -2.856, -3.041], [1.765, -1.373, -3.819], [0.581, -0.126, -4.037], [1.475, -0.812, -6.209], [-0.230, -1.203, -6.140], [0.312, -3.568, -5.577], [2.021, -3.204, -5.645], [0.068, -2.935, -7.999], [1.254, -4.223, -7.805], [1.786, -2.564, -8.075]],
  "forces_ev_per_angstrom": [[-0.515, -0.243, 0.545], [0.083, 0.085, -0.091], [0.120, -0.037, -0.005], [0.026, -0.075, 0.024], [-0.002, 0.034, 0.006], [-0.021, 0.023, -0.014], [-0.028, -0.138, 0.060], [-0.058, 0.019, -0.166], [0.193, 0.265, 0.239], [0.113, -0.114, -0.064], [0.020, -0.192, -0.099], [-0.084, 0.034, 0.034], [0.106, 0.009, -0.209], [-0.070, -0.344, -0.082], [0.046, 0.084, 0.170], [0.046, 0.136, 0.043], [-0.060, -0.060, -0.112], [-0.012, -0.011, 0.126], [0.240, 0.239, -0.118], [0.230, -0.074, 0.034], [-0.227, -0.036, 0.119], [-0.007, 0.027, -0.007], [-0.005, -0.003, 0.000], [0.003, -0.002, -0.003], [0.003, 0.067, -0.012], [0.034, 0.004, 0.004], [-0.013, -0.006, 0.000], [-0.008, -0.017, -0.009], [0.007, 0.006, 0.016], [0.010, -0.021, 0.009], [-0.010, -0.039, 0.037], [-0.035, 0.046, 0.051], [0.077, -0.041, 0.057], [0.145, 0.105, 0.160], [-0.530, 0.299, -0.173], [0.416, -0.272, -0.116], [0.014, 0.086, -0.088], [-0.245, 0.162, -0.244], [-0.018, 0.139, -0.002], [0.050, -0.024, -0.037], [-0.020, -0.022, -0.088], [-0.030, -0.026, 0.034], [0.028, -0.081, -0.080], [0.006, 0.121, -0.010], [0.044, -0.077, -0.035], [-0.099, -0.014, 0.037], [0.024, 0.044, 0.009], [-0.001, -0.024, 0.060], [0.055, -0.169, 0.042], [-0.086, 0.043, -0.030], [0.024, 0.049, -0.018], [0.018, 0.012, 0.067], [0.000, 0.064, -0.044], [0.003, -0.035, 0.077], [0.000, 0.004, -0.104], [-0.005, -0.024, -0.003], [0.003, -0.034, 0.010], [-0.004, -0.028, -0.003], [0.006, 0.019, 0.011], [-0.028, 0.015, 0.014], [0.032, 0.015, -0.016], [0.011, 0.016, -0.011], [-0.019, -0.035, -0.024], [-0.005, -0.001, -0.019], [0.023, 0.038, -0.007], [0.006, 0.052, 0.017], [-0.007, -0.035, -0.022], [-0.016, 0.011, -0.008], [0.024, -0.031, 0.003], [-0.015, -0.012, 0.032], [-0.020, 0.006, -0.032], [0.016, 0.027, -0.022], [-0.005, -0.002, 0.030], [0.000, -0.003, 0.030], [0.006, -0.003, 0.017]],
  "lowdin_charge": [0.89, 0.02, -0.29, -0.03, -0.11, -0.12, -0.05, -0.08, -0.49, -0.15, 0.01, -0.07, -0.12, -0.15, -0.09, -0.14, -0.13, -0.04, -0.42, -0.22, 0.06, 0.11, 0.09, 0.09, 0.10, 0.12, 0.10, 0.08, 0.09, 0.10, 0.08, 0.01, -0.45, 0.19, 0.08, -0.44, 0.03, -0.02, 0.04, 0.04, 0.15, 0.11, 0.08, -0.11, -0.27, -0.21, -0.23, 0.01, -0.87, 0.60, -0.01, -0.21, -0.20, -0.27, -0.12, 0.07, 0.06, 0.07, 0.09, 0.10, 0.08, 0.11, 0.09, 0.11, 0.11, 0.11, 0.12, 0.09, 0.12, 0.09, 0.11, 0.11, 0.07, 0.07, 0.07],
  "spin_multiplicity": 1,
  "relative_energy_kj_mol": 0.0,
  "homo_lumo_gap_ev": 6.33,
  "charge": -1,
  "fmax_ev_per_a": 0.79
}



No. 2
{
  "formula": "C4H15N2O2",
  "method": "ωB97M-V/def2-TZVPD",
  "species": ["C", "O", "C", "C", "C", "N", "N", "H", "H", "H", "H", "H", "H", "H", "H", "H", "H", "H", "H", "H", "H", "H", "O"],
  "xyz": [[-0.900, -1.247, 1.576], [-1.742, -0.353, 2.323], [-0.964, -0.655, 0.147], [0.174, -1.376, -0.644], [0.683, -0.904, -1.995], [1.211, 0.514, -1.759], [-0.762, 0.829, 0.081], [0.047, -1.382, 2.101], [-1.391, -2.250, 1.601], [-1.516, -0.416, 3.255], [-2.020, -0.790, -0.140], [1.030, -1.522, 0.016], [-0.387, -2.328, -0.750], [1.517, -1.470, -2.387], [-0.214, -0.834, -2.646], [2.150, 0.524, -1.363], [1.278, 0.870, -2.718], [0.652, 1.103, -1.126], [-0.386, 1.155, 0.963], [-1.651, 1.269, -0.104], [2.640, 2.587, 0.442], [1.559, 3.101, -0.349], [1.742, 2.321, 0.210]],
  "forces_ev_per_angstrom": [[-1.950, 0.125, 0.673], [0.364, -0.158, 0.153], [1.433, 1.230, 0.199], [-1.564, -1.664, 0.254], [-1.792, 1.230, 1.609], [0.960, -0.859, -2.228], [0.157, -0.764, -0.030], [0.439, 0.399, -0.615], [0.438, 0.481, -0.396], [-0.146, -0.043, 0.061], [0.679, -0.567, -0.595], [-0.087, -0.093, 0.146], [1.229, -0.215, -0.362], [-0.212, -0.285, -0.202], [1.008, 0.080, -0.146], [-0.017, -0.185, 0.006], [0.126, 0.684, 0.483], [-1.094, -0.282, 0.315], [-0.265, 0.299, 0.062], [-0.007, 0.207, 0.421], [0.251, -0.475, 0.597], [-0.628, -0.333, 0.242], [0.681, 1.187, -0.649]],
  "lowdin_charge": [-0.21, -0.07, -0.32, -0.15, -0.11, 0.14, 0.03, 0.12, 0.14, 0.09, 0.15, 0.12, 0.14, 0.13, 0.15, 0.15, 0.16, 0.07, 0.08, 0.10, 0.07, 0.08, -0.06],
  "spin_multiplicity": 1,
  "relative_energy_kj_mol": 151.5,
  "homo_lumo_gap_ev": 10.34,
  "charge": 1,
  "fmax_ev_per_a": 2.70
}



No. 3
{
  "formula": "C9H14",
  "method": "ωB97M-V/def2-TZVPD",
  "species": ["C", "C", "C", "C", "C", "C", "C", "H", "H", "H", "H", "H", "H", "H", "H", "C", "C", "H", "H", "H", "H", "H", "H"],
  "xyz": [[-2.210, 0.055, -1.685], [-0.809, 0.553, -1.418], [-0.321, 1.561, -2.250], [0.936, 2.118, -2.100], [1.787, 1.558, -1.138], [1.283, 0.615, -0.231], [0.010, 0.121, -0.366], [-2.194, -0.725, -2.444], [-2.804, 0.917, -1.956], [-2.560, -0.606, -0.878], [-0.986, 1.879, -3.047], [1.281, 2.898, -2.763], [2.738, 2.047, -0.976], [2.012, 0.258, 0.482], [-0.429, -0.443, 0.449], [-0.293, -1.803, 3.674], [0.162, -3.270, 3.708], [0.541, -1.122, 3.827], [-0.739, -1.543, 2.715], [-0.950, -1.606, 4.520], [-0.641, -3.975, 3.910], [0.980, -3.348, 4.423], [0.562, -3.565, 2.739]],
  "forces_ev_per_angstrom": [[0.992, -1.185, 0.653], [0.381, 0.310, 0.120], [-0.426, -0.235, -0.330], [0.383, -0.995, 0.276], [-0.928, 0.934, 0.216], [1.518, 0.516, -0.986], [-1.080, 0.252, 0.161], [0.079, 0.460, -0.852], [-0.665, -0.344, 0.087], [-0.353, 1.017, 0.393], [0.136, 0.236, 0.005], [0.000, 0.095, 0.018], [0.240, -0.403, -0.010], [-0.394, -0.149, 0.504], [0.117, -0.516, -0.246], [0.143, -0.284, 0.231], [0.387, 0.510, -0.471], [0.259, -0.046, -0.163], [-0.344, 0.041, 0.209], [-0.365, 0.093, -0.250], [-0.034, 0.087, 0.321], [-0.193, -0.427, 0.165], [0.146, 0.032, -0.052]],
  "lowdin_charge": [-0.05, -0.27, -0.07, -0.09, -0.09, -0.10, -0.06, 0.08, 0.08, 0.08, 0.11, 0.10, 0.09, 0.10, 0.09, -0.17, -0.17, 0.06, 0.04, 0.06, 0.06, 0.06, 0.06],
  "spin_multiplicity": 1,
  "relative_energy_kj_mol": 54.4,
  "homo_lumo_gap_ev": 9.92,
  "fmax_ev_per_a": 1.88,
  "smiles": "Cc1ccccc1.CC"
}



Computed values of calculated total energy (unit: eV) for the preceding records, in sequence: -76265.93696; -11459.68707; -9559.61716.